{"formula": "C25H43As3F6N5O6OsS2Sb", "method": "ωB97M-V/def2-TZVPD", "e_tot_ha": -10136.968352, "orbital_gap_ha": [0.2507, 0.2497], "charge": 1, "homo_ev": [-9.46, -10.81], "molar_mass_g_mol": 1224.53, "multiplicity": 6, "species": ["Os", "C", "As", "C", "C", "C", "C", "C", "As", "C", "C", "C", "As", "C", "C", "H", "H", "H", "H", "H", "H", "H", "H", "H", "H", "H", "H", "H", "H", "H", "H", "H", "H", "H", "H", "H", "H", "H", "H", "H", "H", "H", "O", "N", "C", "C", "C", "C", "C", "H", "H", "H", "H", "H", "F", "C", "F", "F", "S", "O", "O", "N", "S", "O", "O", "C", "F", "F", "F", "N", "C", "O", "C", "C", "N", "C", "N", "H", "H", "C", "Sb", "C", "C", "H", "H", "H", "H", "H", "H", "H", "H", "H"], "coordinates": [[0.33219, 0.64455, -0.53249], [4.60025, -2.36228, 1.73682], [2.65387, -2.44783, 1.54473], [2.62250, -3.67235, 0.02151], [2.23718, -3.85015, 2.88477], [1.83324, -3.38846, 4.29087], [1.86807, -4.60774, 5.22063], [0.39182, -2.79373, 4.36680], [0.85425, 0.51750, 1.91184], [2.20648, 1.67106, 2.68538], [-0.64737, 0.74272, 3.12887], [2.82613, -2.32545, 4.78317], [2.56237, -1.63927, 6.62362], [3.73842, -2.86288, 7.60202], [3.86037, -0.18486, 6.43824], [5.02731, -3.35900, 1.85399], [4.87362, -1.74590, 2.59072], [5.01032, -1.90382, 0.83690], [3.21174, -4.56262, 0.24322], [3.03876, -3.17046, -0.84677], [1.59667, -3.96409, -0.19723], [3.13133, -4.47280, 2.97564], [1.46945, -4.49452, 2.44826], [1.23508, -5.40777, 4.83113], [1.51262, -4.36202, 6.22346], [2.88500, -4.99190, 5.30722], [0.41070, -1.77282, 4.74426], [-0.22889, -3.35757, 5.06532], [2.33373, 1.45138, 3.74477], [1.89151, 2.70945, 2.57178], [3.14513, 1.52149, 2.15658], [-0.39505, 0.36632, 4.11827], [-1.51967, 0.22164, 2.74186], [-0.86743, 1.80748, 3.21831], [2.76036, -1.44001, 4.13857], [3.84759, -2.70724, 4.70182], [3.21358, -3.77510, 7.87529], [4.05408, -2.36315, 8.51747], [4.62131, -3.11082, 7.01256], [3.47422, 0.57114, 5.75540], [4.81318, -0.55792, 6.06202], [4.01580, 0.27958, 7.41063], [-1.39204, 1.61150, -1.57057], [-1.59535, 1.61545, -2.88758], [-0.96965, 2.53112, -3.64514], [-1.20309, 2.57506, -5.00186], [-2.08078, 1.66902, -5.57308], [-2.70625, 0.73296, -4.76423], [-2.44670, 0.72174, -3.41211], [-0.28889, 3.17386, -3.10799], [-0.67882, 3.30894, -5.59536], [-2.26940, 1.68518, -6.63659], [-3.39339, 0.00488, -5.16893], [-2.88098, 0.03688, -2.69970], [3.12418, -1.70401, -4.79383], [2.31185, -1.72698, -3.75071], [1.54014, -2.81006, -3.80870], [3.03009, -1.76502, -2.63465], [1.23414, -0.23048, -3.76920], [0.33805, -0.43253, -2.61891], [0.62038, -0.22425, -5.05352], [2.20436, 0.98282, -3.58715], [2.57324, 1.61380, -2.19619], [2.92816, 0.66898, -1.15801], [1.62960, 2.63218, -1.77741], [4.11292, 2.51486, -2.65363], [5.01638, 1.66676, -3.11494], [3.84615, 3.43331, -3.56880], [4.56976, 3.10144, -1.55266], [-1.46043, -2.96143, -1.43420], [-0.94444, -2.62829, -0.23703], [-0.11387, -1.71322, -0.12330], [-1.36660, -3.39740, 0.92026], [-0.81724, -3.10698, 2.13165], [-0.39073, -2.77690, 3.16054], [-2.32167, -4.44336, 0.81507], [-3.08055, -5.29285, 0.64801], [-2.06287, -3.75937, -1.55051], [-1.07809, -2.49620, -2.24216], [-0.77090, 4.52239, 2.54252], [-0.88927, 3.43896, 0.69497], [-0.45254, 5.07130, -0.59889], [-3.01509, 3.46195, 0.57837], [-1.08967, 5.55031, 2.37465], [0.23668, 4.53258, 2.95291], [-1.44357, 4.06616, 3.26806], [-1.21322, 5.83974, -0.46761], [-0.43558, 4.74747, -1.63637], [0.52473, 5.47957, -0.34890], [-3.36046, 4.49290, 0.51185], [-3.42828, 3.00832, 1.47812], [-3.34777, 2.90176, -0.29080]], "forces_ev_per_angstrom": [[-0.7121, -0.2646, 0.0254], [0.0158, 0.0024, 0.0163], [-0.0077, -0.0308, -0.0298], [-0.0194, 0.0241, 0.0155], [-0.0246, 0.0509, 0.0250], [-0.0161, -0.0510, 0.0815], [-0.0021, -0.0572, -0.0280], [-0.1346, 0.0820, -0.0612], [0.2111, -0.2480, 0.0482], [-0.0318, 0.0466, 0.0375], [0.0343, 0.1609, 0.0457], [0.0381, 0.0508, 0.0002], [-0.0539, 0.0068, 0.0323], [0.0236, 0.0264, -0.0108], [0.0003, -0.0182, 0.0031], [-0.0134, 0.0043, 0.0043], [0.0141, 0.0018, 0.0225], [-0.0136, 0.0043, 0.0001], [0.0032, 0.0048, 0.0160], [-0.0046, -0.0285, 0.0042], [-0.0185, 0.0032, -0.0137], [0.0164, 0.0392, 0.0010], [-0.0304, 0.0182, -0.0044], [-0.0017, -0.0095, -0.0047], [0.0022, 0.0342, 0.0059], [0.0138, -0.0135, 0.0019], [0.0140, 0.0435, -0.0484], [0.0893, -0.0014, 0.0592], [0.0064, -0.0005, -0.0120], [0.0373, 0.0157, 0.0071], [0.0085, -0.0098, -0.0114], [0.0064, -0.0360, 0.0422], [-0.0010, -0.0347, -0.0235], [-0.0559, -0.0385, 0.0546], [-0.0076, -0.0164, -0.0085], [-0.0021, -0.0311, -0.0033], [-0.0065, -0.0163, -0.0094], [-0.0078, -0.0133, 0.0077], [0.0071, 0.0005, 0.0018], [0.0024, 0.0101, 0.0041], [0.0092, 0.0071, -0.0013], [0.0130, 0.0066, -0.0046], [0.0562, 0.0168, 0.1265], [0.0176, -0.0118, -0.0505], [-0.0093, -0.0432, 0.0094], [0.0298, -0.0210, 0.0257], [-0.0105, -0.0058, -0.0194], [-0.0134, -0.0113, 0.0428], [0.0076, 0.0153, -0.0639], [0.0069, -0.0276, -0.0446], [-0.0101, 0.0116, -0.0148], [0.0020, -0.0018, -0.0151], [-0.0031, 0.0011, -0.0154], [0.0004, -0.0003, -0.0086], [-0.0266, 0.0038, 0.0069], [0.0416, -0.0027, -0.0682], [-0.0340, -0.0028, 0.0065], [0.0178, 0.0481, -0.0123], [-0.0427, 0.0833, -0.0065], [0.2508, 0.0549, -0.0825], [-0.0290, -0.0065, 0.0135], [0.0257, -0.0785, -0.0320], [0.0831, 0.0742, -0.0460], [0.0879, -0.0293, 0.0059], [0.0309, 0.1388, -0.0721], [0.0229, -0.0038, 0.0164], [-0.0023, -0.0098, 0.0071], [-0.0068, -0.0172, 0.0052], [-0.0057, -0.0047, -0.0282], [-0.0125, 0.0857, 0.0508], [0.0382, -0.1119, -0.2500], [0.0402, 0.1535, 0.2704], [-0.1551, -0.1412, 0.0216], [0.1076, 0.2761, -0.0505], [0.0462, -0.1908, 0.0075], [0.0925, -0.0493, -0.0363], [-0.0620, 0.0102, -0.0052], [0.0011, -0.0084, 0.0090], [0.0041, -0.0036, -0.0111], [-0.0375, 0.0832, 0.0308], [0.1088, -0.1233, 0.0116], [-0.0190, 0.0524, -0.0361], [-0.0508, 0.0613, 0.0202], [-0.0175, 0.0175, 0.0019], [0.0366, -0.0175, -0.0175], [0.0045, 0.0088, 0.0247], [0.0111, 0.0205, -0.0134], [-0.0192, 0.0165, 0.0123], [0.0175, -0.0099, 0.0045], [-0.0250, 0.0034, 0.0050], [-0.0091, -0.0197, 0.0020], [0.0108, -0.0090, -0.0264]], "lowdin_charge": [1.0483, -0.3070, 1.1195, -0.2885, -0.3367, -0.6057, -0.0640, -0.1234, 0.8874, -0.3352, -0.3592, -0.4011, 1.1141, -0.3370, -0.3368, 0.0330, 0.0100, 0.0244, 0.0394, 0.0050, 0.0163, 0.0862, 0.0776, 0.0960, 0.0694, 0.0935, 0.0769, 0.1402, 0.0074, 0.0068, 0.0234, 0.0137, 0.0242, -0.0186, 0.0353, 0.0806, 0.0105, 0.0226, 0.0289, -0.0035, 0.0305, 0.0229, -0.3755, -0.1857, -0.0080, -0.0072, -0.0277, -0.0122, -0.0017, 0.1113, 0.1286, 0.1246, 0.1243, 0.1468, 0.1724, -0.6777, 0.1523, 0.1345, 0.6192, -0.4256, -0.2296, -0.2685, 0.5666, -0.3581, -0.3681, -0.6917, 0.1699, 0.1669, 0.1589, 0.2173, -0.5167, -0.1976, -0.1507, 0.0067, 0.2011, -0.2125, 0.1651, 0.1100, 0.1004, -0.3209, 1.3008, -0.3007, -0.3019, 0.0124, -0.0041, 0.0017, 0.0151, -0.0197, 0.0151, 0.0138, 0.0076, -0.0089]}